w:
Formula: C24H72O24
Source: the Open Molecules 2025 dataset
Level of theory: wB97M-V/def2-TZVPD

The multiplicity is 1. The charge is 0. As for the SMILES: OCCO.OCCO.OCCO.OCCO.OCCO.OCCO.OCCO.OCCO.OCCO.OCCO.OCCO.OCCO. The calculation puts the orbital gap at 9.330 eV. For the LUMO energy, the calculation gives 0.07 eV.

CARTESIAN COORDINATES (ANGSTROEM)
1 O 5.73 -3.01 -2.09
2 C 5.20 -4.15 -1.79
3 C 3.81 -3.85 -1.44
4 O 3.15 -5.04 -1.11
5 H 5.49 -2.88 -2.99
6 H 4.99 -4.79 -2.69
7 H 5.72 -4.47 -0.92
8 H 3.12 -3.16 -2.04
9 H 3.71 -3.26 -0.58
10 H 2.56 -5.01 -0.31
11 O -4.36 -0.41 3.99
12 C -3.42 0.61 4.19
13 C -3.42 1.42 2.92
14 O -2.17 2.22 2.87
15 H -3.91 -1.08 3.56
16 H -3.31 1.02 4.98
17 H -2.61 0.08 4.26
18 H -4.30 2.23 2.95
19 H -3.58 1.04 1.91
20 H -2.05 2.54 3.79
21 O -5.07 -3.48 -4.13
22 C -4.03 -3.14 -3.28
23 C -3.70 -1.67 -3.57
24 O -2.64 -1.19 -2.76
25 H -4.74 -3.43 -5.10
26 H -4.38 -3.18 -2.35
27 H -3.26 -3.71 -3.33
28 H -4.58 -1.14 -3.19
29 H -3.37 -1.37 -4.61
30 H -2.87 -0.10 -2.98
31 O 1.24 -2.01 0.20
32 C 0.54 -0.78 -0.24
33 C 0.22 0.19 0.86
34 O 0.01 1.45 0.39
35 H 1.07 -2.63 -0.54
36 H 1.31 -0.29 -0.88
37 H -0.42 -0.77 -0.81
38 H 1.07 0.02 1.52
39 H -0.75 -0.30 1.37
40 H -0.45 2.07 0.89
41 O -1.12 3.81 -2.18
42 C -1.68 2.54 -2.66
43 C -2.59 2.67 -3.90
44 O -3.27 1.51 -4.04
45 H -1.81 4.40 -1.85
46 H -0.83 1.97 -3.07
47 H -2.05 1.97 -1.66
48 H -1.88 2.90 -4.72
49 H -3.20 3.60 -4.24
50 H -3.81 1.64 -4.78
51 O 3.22 1.47 -3.16
52 C 2.51 2.76 -3.02
53 C 2.57 3.26 -1.54
54 O 1.64 4.21 -1.24
55 H 3.97 1.14 -2.68
56 H 2.96 3.48 -3.71
57 H 1.39 2.67 -3.35
58 H 3.59 3.64 -1.33
59 H 2.33 2.54 -0.70
60 H 0.79 4.16 -1.62
61 O -2.47 -2.23 2.39
62 C -2.69 -2.73 1.18
63 C -3.35 -4.14 1.17
64 O -3.42 -4.50 -0.18
65 H -1.62 -2.55 2.69
66 H -3.32 -2.28 0.74
67 H -1.81 -2.62 0.42
68 H -4.31 -4.04 1.64
69 H -2.75 -4.81 1.86
70 H -2.74 -3.85 -0.41
71 O -0.73 -3.86 4.15
72 C 0.49 -3.58 4.71
73 C 1.07 -2.35 3.94
74 O 2.52 -2.37 4.00
75 H -1.17 -4.30 4.70
76 H 0.40 -3.40 5.90
77 H 1.18 -4.39 4.71
78 H 0.82 -1.30 4.33
79 H 0.81 -2.39 2.87
80 H 2.94 -2.28 3.15
81 O 5.35 1.36 -1.58
82 C 4.76 0.65 -0.50
83 C 5.14 1.46 0.70
84 O 4.38 0.98 1.82
85 H 6.25 0.96 -1.55
86 H 3.76 0.57 -0.75
87 H 5.20 -0.29 -0.36
88 H 5.11 2.53 0.82
89 H 6.19 1.40 0.95
90 H 3.64 1.60 1.96
91 O 1.02 2.09 5.74
92 C 1.51 2.13 4.39
93 C 2.72 3.10 4.46
94 O 3.09 3.30 3.06
95 H 1.13 2.99 6.02
96 H 2.00 1.30 3.97
97 H 0.83 2.43 3.91
98 H 3.64 2.97 5.06
99 H 2.43 4.00 4.73
100 H 2.35 3.72 2.67
101 O 1.06 -3.12 -5.30
102 C -0.08 -3.49 -4.51
103 C 0.43 -3.14 -3.02
104 O -0.69 -3.23 -2.32
105 H 1.31 -2.23 -5.10
106 H -0.81 -2.91 -4.76
107 H -0.49 -4.58 -4.78
108 H 0.93 -2.09 -2.99
109 H 1.10 -3.83 -2.88
110 H -1.51 -2.75 -2.48
111 O -3.06 5.23 -1.01
112 C -3.20 5.96 0.24
113 C -2.59 5.08 1.32
114 O -2.54 5.65 2.53
115 H -3.45 5.87 -1.56
116 H -2.57 6.93 0.18
117 H -4.25 6.07 0.52
118 H -1.52 4.63 1.21
119 H -3.19 4.13 1.15
120 H -3.46 5.61 2.62

***

x:
Formula: C24H72O24
Source: the Open Molecules 2025 dataset
Level of theory: wB97M-V/def2-TZVPD

The multiplicity is 1. The charge is 0. As for the SMILES: OCCO.OCCO.OCCO.OCCO.OCCO.OCCO.OCCO.OCCO.OCCO.OCCO.OCCO.OCCO. The calculation puts the orbital gap at 9.609 eV. For the LUMO energy, the calculation gives -0.01 eV.

CARTESIAN COORDINATES (ANGSTROEM)
1 O 1.48 -20.14 -16.27
2 C 2.19 -20.65 -17.33
3 C 3.55 -20.00 -17.60
4 O 3.26 -18.74 -18.10
5 H 2.05 -20.35 -15.53
6 H 2.34 -21.72 -17.24
7 H 1.61 -20.40 -18.21
8 H 4.22 -20.49 -18.30
9 H 3.99 -19.78 -16.63
10 H 2.64 -18.43 -17.43
11 O -5.17 -24.42 -16.87
12 C -4.79 -23.72 -15.70
13 C -3.59 -24.41 -14.97
14 O -3.01 -23.50 -14.01
15 H -5.59 -25.18 -16.48
16 H -4.38 -22.73 -15.92
17 H -5.63 -23.52 -15.04
18 H -2.91 -24.60 -15.80
19 H -3.87 -25.35 -14.49
20 H -2.30 -22.99 -14.39
21 O -8.34 -15.76 -14.85
22 C -8.34 -15.78 -16.29
23 C -9.74 -16.32 -16.72
24 O -9.53 -17.71 -16.56
25 H -8.58 -16.68 -14.68
26 H -8.20 -14.79 -16.72
27 H -7.39 -16.28 -16.50
28 H -9.80 -16.18 -17.80
29 H -10.57 -15.77 -16.29
30 H -9.41 -17.83 -15.62
31 O -5.70 -9.29 -12.65
32 C -5.41 -9.08 -11.32
33 C -4.23 -8.04 -11.19
34 O -4.59 -6.77 -11.78
35 H -4.97 -9.85 -12.92
36 H -6.36 -8.77 -10.89
37 H -5.15 -10.08 -10.97
38 H -3.39 -8.33 -11.82
39 H -3.89 -8.00 -10.15
40 H -5.15 -6.92 -12.55
41 O -10.34 -19.10 -11.98
42 C -11.61 -18.60 -11.63
43 C -11.74 -19.04 -10.10
44 O -12.43 -20.24 -9.94
45 H -10.23 -19.77 -11.31
46 H -11.59 -17.51 -11.68
47 H -12.42 -18.90 -12.29
48 H -12.46 -18.40 -9.57
49 H -10.82 -19.10 -9.52
50 H -13.22 -20.20 -10.49
51 O 3.91 -15.67 -12.05
52 C 4.15 -15.05 -10.79
53 C 3.35 -15.64 -9.55
54 O 2.02 -15.19 -9.83
55 H 4.09 -16.61 -11.99
56 H 5.19 -15.25 -10.55
57 H 3.90 -13.99 -10.80
58 H 3.67 -15.26 -8.58
59 H 3.23 -16.72 -9.63
60 H 1.65 -15.93 -10.32
61 O 3.07 -22.62 -9.17
62 C 2.31 -23.27 -10.15
63 C 2.95 -23.05 -11.55
64 O 3.29 -21.66 -11.77
65 H 2.46 -22.16 -8.59
66 H 2.01 -24.32 -10.12
67 H 1.33 -22.81 -10.16
68 H 2.20 -23.36 -12.28
69 H 3.80 -23.72 -11.50
70 H 3.82 -21.61 -10.97
71 O 1.97 -20.97 -2.39
72 C 1.33 -22.16 -2.87
73 C -0.07 -21.85 -3.60
74 O 0.01 -21.61 -5.03
75 H 1.74 -20.25 -2.98
76 H 2.04 -22.80 -3.40
77 H 1.04 -22.71 -1.98
78 H -0.65 -21.13 -3.02
79 H -0.79 -22.66 -3.52
80 H -0.83 -21.82 -5.45
81 O -1.24 -27.71 -11.74
82 C -1.67 -28.22 -10.50
83 C -2.94 -27.44 -10.12
84 O -2.53 -26.08 -9.89
85 H -0.33 -27.97 -11.89
86 H -1.92 -29.27 -10.67
87 H -0.92 -28.29 -9.70
88 H -3.19 -27.83 -9.13
89 H -3.75 -27.57 -10.84
90 H -2.47 -25.69 -10.77
91 O -1.54 -18.50 -10.83
92 C -2.81 -18.53 -10.31
93 C -3.87 -17.83 -11.23
94 O -3.46 -16.66 -11.84
95 H -1.53 -18.43 -11.79
96 H -3.04 -19.59 -10.24
97 H -2.85 -18.04 -9.33
98 H -4.85 -17.67 -10.79
99 H -4.05 -18.40 -12.14
100 H -4.20 -16.09 -12.06
101 O -8.84 -25.85 -10.60
102 C -9.39 -24.94 -9.64
103 C -8.28 -24.20 -8.94
104 O -7.57 -23.26 -9.74
105 H -9.54 -26.05 -11.23
106 H -9.89 -24.14 -10.18
107 H -9.94 -25.39 -8.81
108 H -7.57 -24.86 -8.46
109 H -8.61 -23.67 -8.04
110 H -7.13 -23.63 -10.51
111 O 0.32 -13.85 -16.00
112 C 0.29 -12.48 -16.36
113 C -0.34 -11.51 -15.31
114 O -1.60 -12.04 -14.87
115 H 0.96 -14.03 -15.31
116 H 1.27 -12.08 -16.58
117 H -0.34 -12.31 -17.23
118 H -0.61 -10.53 -15.71
119 H 0.24 -11.43 -14.39
120 H -1.42 -12.98 -14.99

***

Relative stability in kcal/mol, measured from the most stable structure: w 229.8; x 0.0

***

w:
Formula: C4H11N2
Source: the Open Molecules 2025 dataset
Level of theory: wB97M-V/def2-TZVPD

The multiplicity is 2. The charge is 0. The calculation puts the orbital gap (spin up / spin down) at 4.953 / 10.120 eV. As for the expectation value of S²: 0.75. For the LUMO energy (spin up / spin down), the calculation gives 1.10 / 1.04 eV.

CARTESIAN COORDINATES (ANGSTROEM)
1 N 2.15 -0.95 0.60
2 C 2.02 -1.29 -0.69
3 N 1.40 -0.59 -1.65
4 H 1.63 -0.13 0.93
5 H 2.63 -1.57 1.26
6 H 2.52 -2.22 -0.96
7 H 1.37 -1.03 -2.55
8 H 0.86 0.27 -1.51
9 C -1.42 0.60 -0.63
10 C -1.73 1.36 0.67
11 C -1.78 0.80 1.90
12 H -0.79 1.23 -1.27
13 H -0.99 -0.35 -0.37
14 H -2.21 0.37 -1.22
15 H -1.87 2.45 0.61
16 H -2.03 1.34 2.82
17 H -1.75 -0.28 2.06

***

x:
Formula: C4H11N2
Source: the Open Molecules 2025 dataset
Level of theory: wB97M-V/def2-TZVPD

The multiplicity is 2. The charge is 0. The calculation puts the orbital gap (spin up / spin down) at 5.650 / 9.853 eV. As for the expectation value of S²: 0.75. For the LUMO energy (spin up / spin down), the calculation gives 1.17 / 1.12 eV.

CARTESIAN COORDINATES (ANGSTROEM)
1 C -1.72 0.60 -1.37
2 C -1.67 0.14 0.11
3 C -0.29 0.16 0.73
4 N 2.67 0.08 0.80
5 C 1.91 -0.99 0.36
6 N 0.53 -0.91 0.23
7 H -0.72 0.60 -1.81
8 H -2.33 -0.02 -2.03
9 H -2.11 1.62 -1.44
10 H -2.18 -0.82 0.16
11 H -2.29 0.82 0.71
12 H -0.45 0.14 1.82
13 H 0.22 1.11 0.51
14 H 3.67 0.04 0.71
15 H 2.30 1.02 0.75
16 H 2.33 -1.89 -0.03
17 H 0.12 -1.71 -0.19

***

Relative stability in kcal/mol, measured from the most stable structure: w 28.8; x 0.0